{"formula": "C6H9NO", "method": "ωB97M-V with the def2-TZVPD basis set", "elements": ["O", "C", "C", "C", "N", "C", "C", "C", "H", "H", "H", "H", "H", "H", "H", "H", "H"], "positions_angstrom": [[0.7810, -1.8163, -0.5888], [-0.1245, -1.3145, 0.1215], [-1.2568, -1.5880, 1.1751], [-1.7985, -0.0875, 0.5649], [-0.4717, -0.0148, -0.0176], [0.3699, 0.8237, -0.7235], [1.5634, 1.6901, -0.2064], [1.7778, 0.3678, -1.1264], [-1.0928, -1.5941, 2.2143], [-1.9313, -2.3769, 0.5930], [-1.7546, 0.7099, 1.3702], [-2.8141, -0.1305, 0.0962], [-0.4533, 1.1735, -1.3075], [1.9589, 1.6549, 1.0067], [1.4279, 2.8376, -0.2938], [1.8692, -0.7013, -0.6979], [1.9497, 0.3663, -2.1800]], "forces_ev_per_angstrom": [[-2.94, -2.07, 2.75], [1.41, 0.45, -0.69], [-2.51, 0.06, -5.90], [1.32, 0.11, 4.14], [0.79, -3.73, 1.06], [0.23, 1.82, -0.39], [-0.32, -0.34, 3.11], [-1.77, 1.34, 1.43], [0.26, -0.46, 0.99], [1.15, 1.04, 2.33], [-1.01, -0.92, -0.61], [1.37, 0.11, -0.56], [1.03, 2.16, -2.13], [-1.38, -0.71, -3.52], [0.81, -2.12, -1.25], [1.09, 2.66, -0.22], [0.46, 0.60, -0.54]], "nbo_charge": [-0.642, 0.684, -0.466, -0.204, -0.424, -0.102, -0.469, -0.423, 0.241, 0.223, 0.188, 0.212, 0.202, 0.211, 0.241, 0.308, 0.217], "smiles": "O=C1CCN1C1CC1", "fmax_ev_per_a": 6.41, "spin_multiplicity": 1, "orbital_gap_ev": 9.590, "e_lumo_ev": 0.826, "de_lowest_kj_mol": 559.2}